Record 1
DFT (ωB97M-V/def2-TZVPD) results for a structure of composition C33H45BIrN8OS3.

The LUMO energy is -0.41758 Ha. The total charge is +3. The relative energy (zero: lowest compared OMol25 entry of this formula, charge and spin) is 2.5 kcal/mol. The total energy comes out at -84919.9053 eV. Its HOMO energy is -0.59758 Ha. As for the orbital gap: 0.18000 Ha. The value obtained for the strongest force on any atom is 0.86 eV Å⁻¹.

Geometry (Å):
H  0.448  7.293  -4.667
H  -4.836  -5.804  1.572
S  -2.053  0.030  -0.516
C  -3.734  -3.528  0.270
H  0.815  -5.493  3.044
C  2.342  1.198  4.328
B  -0.067  -1.546  0.929
H  -4.655  -4.073  0.116
H  1.471  -6.720  1.943
C  1.621  -2.516  -0.587
H  -3.972  -7.321  1.390
C  3.213  -4.262  3.676
H  -0.343  5.458  -0.567
H  -0.429  3.180  0.441
C  -2.644  -4.174  0.883
H  4.016  -4.100  -2.447
C  2.596  -3.435  -0.987
C  0.419  2.344  -2.612
C  -0.170  3.317  -0.602
H  -3.220  -5.187  3.410
H  -0.595  -5.850  0.668
H  4.067  -3.608  3.483
H  -1.799  -6.524  -0.452
H  -0.131  -4.129  4.872
H  2.468  1.292  5.404
H  2.036  2.169  3.933
H  0.754  3.609  -4.275
C  3.158  -3.436  -2.377
H  4.962  -5.344  1.781
C  -2.533  -2.610  5.170
Ir  0.089  0.201  -0.291
C  -1.169  -1.568  6.984
H  -1.558  -0.555  6.861
H  -1.420  -7.364  1.053
H  -1.846  -2.098  7.654
C  2.888  -5.134  2.453
C  4.112  -5.967  2.074
H  1.977  -6.695  3.633
C  -0.327  -3.644  5.832
N  1.114  -2.539  0.630
N  1.508  -3.351  1.595
N  -1.421  -2.276  0.669
C  1.326  0.146  4.004
H  3.471  -4.908  4.516
H  -1.474  -5.125  3.105
H  2.356  -3.651  3.966
H  4.424  -6.550  2.939
H  0.628  -3.473  6.334
C  1.709  -6.065  2.784
C  -2.665  -5.624  1.341
H  0.632  1.440  -3.168
S  1.508  0.819  1.310
H  2.409  -3.776  -3.095
S  1.040  -1.193  -1.620
H  -4.455  -1.058  -1.789
H  -0.203  -1.519  7.489
N  -1.503  -3.527  1.083
O  0.110  7.048  -2.199
C  0.243  6.158  -3.006
H  -5.148  -0.696  -0.208
H  -3.151  -1.711  5.235
H  -0.912  -4.328  6.447
H  -2.310  -6.684  3.186
C  0.479  3.577  -3.230
C  -0.337  -1.522  4.613
C  -1.547  -6.380  0.601
H  -4.234  -6.314  -0.024
H  3.475  -2.435  -2.675
C  0.658  -0.587  4.960
C  -2.401  -1.622  0.050
H  3.898  -6.676  1.272
N  -0.593  -1.791  3.336
N  0.425  6.344  -4.329
C  -0.129  4.574  -1.154
C  -3.644  -2.224  -0.169
N  0.080  -1.120  2.425
C  0.202  4.722  -2.495
H  0.511  5.603  -4.998
H  3.312  0.955  3.890
H  -2.979  -3.367  5.815
H  3.756  -5.040  -0.213
H  0.882  -0.418  6.004
C  0.955  -0.149  2.686
H  -5.595  -2.182  -1.047
C  -4.772  -1.502  -0.844
C  -4.010  -6.287  1.045
N  0.102  2.202  -1.313
C  -1.105  -2.324  5.651
C  2.455  -4.232  1.308
C  2.994  -4.304  0.005
H  -2.560  -2.977  4.145
C  -2.399  -5.649  2.856



Record 2
DFT (ωB97M-V/def2-TZVPD) results for a structure of composition C33H45BN8O2RhS4.

The LUMO energy (spin up / spin down) is -0.14550 / -0.14554 Ha. The total charge is +1. The relative energy (zero: lowest compared OMol25 entry of this formula, charge and spin) is 11.8 kcal/mol. The total energy comes out at -97992.2647 eV. Its HOMO energy (spin up / spin down) is -0.37344 / -0.37349 Ha. As for the orbital gap (spin up / spin down): 0.22794 / 0.22795 Ha. The value obtained for the strongest force on any atom is 3.04 eV Å⁻¹.

Geometry (Å):
H  2.566  -0.486  8.943
C  -1.135  -3.319  0.112
H  1.372  3.049  1.453
C  -4.283  1.356  0.208
C  -2.415  0.804  -2.252
C  -4.729  1.273  -1.252
H  -2.132  -4.609  3.056
C  1.967  -3.533  -2.595
H  -0.983  -2.558  3.854
N  -3.546  1.530  -2.150
C  -0.440  -1.966  1.853
N  -1.610  1.384  -3.149
H  -3.607  0.553  0.485
H  -5.164  1.290  0.847
C  -2.248  2.506  -3.633
H  2.238  2.141  -4.444
C  2.605  3.877  -0.160
C  2.667  -3.331  -1.259
C  0.365  -2.469  -4.183
C  2.742  3.112  -2.533
H  -0.787  -0.926  -5.253
H  2.572  -4.006  -4.643
C  0.863  2.489  -1.550
N  0.269  -0.391  -3.469
C  1.081  -4.779  -2.476
H  3.166  -4.276  -1.034
H  -0.469  -1.116  7.794
H  -5.649  -0.110  -2.643
B  -0.145  1.115  -3.568
C  0.408  -0.112  4.696
C  -5.774  2.356  -1.503
C  -1.731  -4.202  0.977
H  -1.485  -0.411  5.642
C  2.173  -1.346  8.397
H  -4.217  3.334  -3.133
H  4.575  3.000  -0.519
N  1.104  -2.364  -3.023
H  -5.401  3.350  -1.254
H  -1.793  3.138  -4.373
H  2.417  0.125  3.979
H  4.280  3.531  1.138
O  -1.750  0.231  3.281
H  3.704  3.574  -2.636
H  3.717  -4.491  -3.392
C  3.017  -3.712  -3.692
H  0.283  -3.386  -4.733
O  0.288  1.536  2.726
H  -6.623  2.151  -0.854
C  1.648  4.003  1.017
H  3.422  -2.550  -1.292
H  -2.232  -5.079  0.595
H  1.449  -1.846  9.039
C  2.349  -0.549  6.018
C  -0.411  -0.460  5.757
H  3.576  -2.787  -3.842
H  3.522  2.049  0.541
C  3.823  3.061  0.268
H  3.767  5.283  -1.388
H  0.263  -4.802  -3.193
N  0.850  2.030  -2.813
H  1.694  -5.664  -2.646
H  3.406  5.821  0.245
N  -0.475  -2.230  0.533
H  -4.645  -0.901  -1.414
H  0.655  -4.854  -1.476
C  3.003  5.283  -0.612
C  -1.666  -3.935  2.350
H  -3.791  2.309  0.404
C  -5.338  -0.083  -1.597
N  2.013  3.172  -1.361
C  0.167  -0.853  6.958
C  -0.159  -1.254  -4.444
H  -0.065  1.408  -4.732
C  -1.026  -2.807  2.803
H  2.175  4.585  1.775
C  -3.447  2.598  -3.024
S  -0.316  0.300  3.147
S  1.727  -0.390  -1.157
H  -6.135  2.350  -2.533
H  0.740  4.543  0.752
N  0.216  -0.783  2.063
C  1.547  -0.911  7.103
H  -1.171  -3.469  -0.961
Rh  -0.212  -0.073  0.037
H  3.427  -0.579  6.122
H  2.133  5.828  -0.979
H  3.004  -2.028  8.221
H  1.967  -3.111  -0.457
C  1.792  -0.153  4.818
H  -6.218  -0.242  -0.974
C  2.022  2.404  -3.425
S  -2.011  -0.635  -1.363
S  -0.383  2.174  -0.373
C  1.025  -1.079  -2.598



Record 3
DFT (ωB97M-V/def2-TZVPD) results for a structure of composition C33H45Br2EuN9O2.

The LUMO energy (spin up / spin down) is -0.00353 / -0.00354 Ha. As for the multiplicity: 8. The relative energy (zero: lowest compared OMol25 entry of this formula, charge and spin) is 0.0 kcal/mol. The total energy comes out at -211870.1432 eV. Its HOMO energy (spin up / spin down) is -0.19808 / -0.18226 Ha. As for the orbital gap (spin up / spin down): 0.19455 / 0.17872 Ha. The value obtained for the strongest force on any atom is 6.29 eV Å⁻¹.

Geometry (Å):
H  -5.698  -1.879  -1.938
H  3.007  5.784  2.677
H  -3.920  -2.312  3.549
C  -0.077  4.854  3.610
H  -3.535  -0.657  3.134
H  3.617  -0.880  -1.224
H  0.659  1.954  -7.317
H  -2.540  -4.031  2.839
C  1.844  0.905  -4.361
H  1.872  0.685  0.712
C  -5.325  -2.801  -1.465
H  2.563  4.582  -0.555
C  4.049  2.376  1.752
H  5.018  2.337  1.234
C  1.369  -6.093  1.405
N  -3.877  -2.971  -1.624
H  -3.494  -1.332  -0.496
H  -1.262  -3.719  1.691
C  1.064  5.616  3.544
C  -3.024  -2.095  -1.092
C  -2.262  2.490  1.981
N  -3.270  -1.643  3.116
N  1.069  -2.892  -0.277
H  4.243  2.418  2.823
C  1.475  -4.754  0.993
C  -0.492  1.236  -5.712
C  2.048  3.979  2.060
H  3.845  1.040  -3.364
H  -4.281  -4.531  -2.946
C  0.840  3.046  2.105
C  1.941  -2.619  0.671
C  -2.202  -2.032  2.417
H  3.471  1.475  1.590
H  1.789  -6.450  2.365
O  -1.761  -2.150  -1.182
N  0.901  0.147  -2.402
C  0.725  1.575  -6.316
C  3.053  0.047  -0.975
N  0.763  1.955  1.513
H  2.190  -1.085  2.090
C  0.019  -5.112  -0.917
C  -1.289  1.662  4.121
H  2.883  1.651  -6.105
H  3.754  0.904  -0.835
H  -0.528  -7.158  -1.251
H  -0.542  -4.748  -1.762
H  3.993  3.535  -0.743
C  0.769  -4.250  -0.145
H  -1.429  4.943  -3.320
N  -1.928  -3.362  2.371
Br  -0.448  3.670  -1.498
H  -2.261  1.279  4.463
C  3.307  3.644  1.269
H  -5.859  -3.640  -1.940
H  -2.149  3.601  3.780
H  -2.652  4.729  -1.918
C  -3.434  -3.955  -2.579
H  2.354  2.832  -0.495
Eu  -0.638  -0.250  -0.139
C  2.537  -1.268  1.071
C  0.627  -6.968  0.574
H  2.856  -3.700  2.240
H  -2.916  -3.514  -3.454
H  -3.265  2.139  2.257
C  -1.493  2.904  3.206
C  2.108  5.172  2.757
C  -0.013  -6.448  -0.587
C  -0.192  3.631  2.970
N  2.821  0.825  -3.346
H  3.610  -1.451  1.182
N  2.169  -0.178  0.184
H  4.018  4.445  1.470
C  3.042  3.651  -0.208
H  -1.490  0.276  -4.069
O  -1.474  -1.192  1.824
Br  -3.241  1.023  -1.579
H  -0.813  0.810  3.547
H  0.554  -8.031  0.755
H  1.134  6.559  4.049
C  0.613  0.556  -3.716
H  -0.928  5.179  4.206
C  1.917  1.415  -5.642
C  2.210  0.325  -2.238
H  -1.425  1.470  -6.228
H  -5.596  -2.782  -0.377
C  -0.557  0.621  -4.460
N  2.159  -3.663  1.495
H  -2.697  -4.648  -2.132
H  -0.655  1.896  5.009
C  -1.744  4.445  -2.418
H  -1.764  1.674  1.414
H  -2.427  3.278  1.264



Record 4
DFT (ωB97M-V/def2-TZVPD) results for a cluster of 12 separate species, C33H45Cl44N2O5Si in total.

The LUMO energy is 0.04597 Ha. The total charge is -1. The total energy comes out at -607032.2998 eV. Its HOMO energy is -0.19159 Ha. As for the orbital gap: 0.23756 Ha. The value obtained for the strongest force on any atom is 1.34 eV Å⁻¹.

Geometry (Å):
C  -0.440  5.949  2.971
Cl  4.895  2.432  -5.244
Cl  5.810  -5.851  3.929
H  1.098  -2.615  1.834
C  -1.218  2.489  0.324
H  0.004  4.982  0.796
H  -0.856  6.249  3.926
Cl  2.028  2.666  -5.126
H  0.442  -1.698  0.475
O  2.423  5.206  -0.332
Cl  -0.968  0.368  3.894
H  1.192  3.867  -3.058
Cl  -9.076  4.686  -1.286
C  3.497  -1.255  1.983
C  -2.915  -2.111  -6.263
C  2.182  5.911  -1.279
Cl  -6.280  -5.654  -4.673
Cl  2.081  -7.982  -6.559
H  -2.548  4.793  3.440
Cl  3.481  -6.272  -4.701
Cl  0.515  -1.763  5.105
Cl  3.697  4.926  -4.446
Cl  -2.289  -2.124  4.535
Cl  2.506  -7.102  -1.232
Cl  6.387  -2.156  12.448
H  -2.074  3.382  -2.894
C  2.344  1.854  1.074
H  4.530  -1.158  1.672
H  -1.774  -0.185  -1.872
C  -2.679  -0.759  -1.755
H  2.387  -0.747  -1.216
H  3.209  -0.434  2.615
H  -1.891  6.973  1.866
C  1.152  -1.675  1.295
C  3.524  3.518  -5.496
Cl  3.814  -4.976  7.886
C  -1.547  5.947  1.913
H  -6.559  -0.233  -2.053
Cl  -1.364  -2.947  -6.099
Cl  3.500  4.050  -7.183
H  -2.580  -1.369  -0.864
H  0.398  6.573  2.686
C  -0.860  5.585  0.577
H  1.877  2.820  0.963
H  2.528  2.546  -1.327
Cl  -4.222  -3.265  -5.987
C  -7.897  3.412  -1.648
H  -4.003  3.736  -1.786
Cl  -4.195  -7.288  -3.529
H  -2.703  4.082  1.819
C  1.799  0.939  -0.026
Cl  -1.952  -10.198  -1.515
C  0.456  4.396  -2.471
O  -4.225  1.764  -2.249
C  -4.671  0.256  0.288
H  3.689  0.021  -0.342
Cl  -7.195  3.696  -3.240
Cl  7.319  -3.483  4.581
H  -1.711  5.451  -1.372
H  2.091  1.096  -2.159
C  3.767  -3.334  7.235
H  2.890  -2.348  0.312
Cl  4.158  -2.818  10.739
Cl  0.710  -5.763  -5.320
C  -2.092  2.855  -1.940
H  0.221  6.472  -1.947
Cl  7.228  -5.696  6.434
H  -4.988  -0.756  0.526
C  -1.208  3.488  -0.886
H  3.414  1.959  0.942
O  0.501  2.208  -1.711
Cl  5.376  -2.610  7.307
Cl  0.388  -8.794  -2.444
Cl  4.057  -3.446  13.554
Si  -4.245  0.260  -1.526
Cl  -4.524  -4.567  -2.644
Cl  2.739  -5.273  -7.301
Cl  8.691  -5.942  3.968
H  2.872  7.739  -0.905
C  1.022  5.794  -2.213
Cl  -1.472  -0.343  6.661
Cl  -1.705  -9.486  -4.297
C  7.258  -5.240  4.731
H  4.000  6.729  -1.438
Cl  3.547  -5.152  0.595
C  2.656  -0.305  -0.260
H  -5.480  0.921  0.560
H  -2.808  -1.460  -2.564
H  0.770  0.677  0.154
Cl  3.243  -3.390  5.556
C  -2.644  4.993  2.385
C  3.338  -5.544  -1.110
O  -0.693  2.898  1.368
Cl  -6.487  -6.551  -1.941
H  -3.638  2.692  -0.446
H  1.385  6.149  -3.166
C  -1.060  -0.949  5.042
C  2.252  -6.324  -5.967
C  -5.367  -6.008  -3.195
Cl  -6.625  3.426  -0.436
Cl  -0.028  -11.551  -3.185
H  -1.778  1.845  -2.129
Cl  5.824  -4.910  11.806
Cl  -3.046  -1.436  -7.895
Cl  -8.718  1.848  -1.636
H  -5.603  -0.472  -3.458
H  -0.411  4.524  -3.119
H  -0.115  4.925  3.097
H  3.429  -2.143  2.607
H  -0.515  6.521  0.152
Cl  4.937  -5.653  -1.878
C  -3.548  2.784  -1.524
C  2.565  -1.435  0.796
C  1.792  1.750  -1.343
N  0.208  3.552  -1.314
Cl  2.628  -2.354  8.174
H  -3.609  5.485  2.283
C  -1.720  4.855  -0.458
H  2.107  1.455  2.047
C  5.103  -3.329  12.135
Cl  -3.020  -0.826  -5.071
O  -1.739  1.356  0.132
H  -5.605  -1.733  -2.197
H  -2.758  4.801  -0.174
H  0.844  -0.881  1.960
C  -5.630  -0.672  -2.395
Cl  2.381  -4.278  -1.868
N  3.051  7.039  -1.617
C  -0.824  -10.007  -2.859
H  -3.814  0.461  0.912